DFT (ωB97M-V/def2-TZVPD) results for a structure of composition C36H81ClGeN7O6P2SbSi3Ti.

Positions of all 139 atoms, in Å:
Ti (-0.7644, 0.3807, 0.3953)
O (1.1948, -2.3910, -6.6669)
C (0.3688, -1.2485, -6.7035)
C (-0.0464, -0.9026, -5.3012)
C (-1.0658, 0.0102, -5.0666)
C (-1.3961, 0.3066, -3.7597)
N (-0.7834, -0.2168, -2.6963)
C (0.1843, -1.1047, -2.9220)
C (0.5800, -1.4680, -4.2054)
C (0.9281, -1.6547, -1.7499)
C (1.8061, -2.7158, -1.9239)
C (2.7847, -2.9705, -0.9797)
C (3.7827, -4.0829, -1.1464)
O (5.0411, -3.5922, -0.7216)
C (2.8518, -2.1303, 0.1208)
C (1.8732, -1.1693, 0.2824)
N (0.8888, -0.9541, -0.6003)
H (1.4587, -2.6209, -7.5620)
H (-0.5305, -1.4155, -7.3068)
H (0.8986, -0.3892, -7.1334)
H (-1.5982, 0.4837, -5.8814)
H (-2.2116, 0.9943, -3.5557)
H (1.3809, -2.1697, -4.3712)
H (1.7596, -3.3066, -2.8273)
H (3.8063, -4.4125, -2.1895)
H (3.4643, -4.9348, -0.5327)
H (5.6765, -4.3142, -0.7098)
H (3.6493, -2.2262, 0.8393)
H (1.8839, -0.5370, 1.1618)
C (-0.9292, 3.4065, -1.9684)
N (0.4933, 3.6282, -1.7214)
C (1.2069, 4.3858, -2.7455)
P (1.1525, 3.1206, -0.3453)
O (0.4504, 1.8761, 0.1932)
O (2.6681, 2.7604, -0.6707)
P (3.3368, 1.7732, -1.7911)
O (2.3783, 1.1122, -2.6839)
N (4.3149, 2.8152, -2.6101)
C (4.5488, 2.6279, -4.0393)
C (5.3916, 3.5027, -1.9068)
N (4.1628, 0.7487, -0.7913)
C (4.7659, 1.1269, 0.4802)
C (4.9646, -0.2418, -1.5194)
N (1.1915, 4.2515, 0.8145)
C (1.2667, 3.9392, 2.2370)
C (1.6686, 5.5914, 0.4645)
H (-1.3128, 4.2263, -2.5751)
H (-1.4967, 3.3781, -1.0416)
H (-1.0697, 2.4714, -2.5045)
H (0.7865, 5.3905, -2.8263)
H (1.1081, 3.8756, -3.7060)
H (2.2677, 4.4525, -2.5143)
H (3.6511, 2.2343, -4.5095)
H (5.3834, 1.9456, -4.2285)
H (4.7901, 3.5946, -4.4837)
H (5.1294, 3.6654, -0.8618)
H (5.5585, 4.4795, -2.3635)
H (6.3315, 2.9425, -1.9484)
H (4.1697, 1.8829, 0.9860)
H (5.7876, 1.4988, 0.3542)
H (4.8106, 0.2425, 1.1207)
H (4.4625, -0.5255, -2.4442)
H (5.0802, -1.1389, -0.9106)
H (5.9625, 0.1464, -1.7523)
H (0.7197, 3.0268, 2.4465)
H (0.7886, 4.7500, 2.7860)
H (2.3007, 3.8358, 2.5788)
H (1.3594, 5.8611, -0.5444)
H (2.7573, 5.6641, 0.5395)
H (1.2209, 6.3066, 1.1530)
C (-4.2723, -2.3212, -2.6747)
N (-3.4905, -2.0709, -1.4560)
C (-3.3605, -3.1463, -0.4858)
C (-2.9251, -0.9142, -1.2938)
O (-2.2187, -0.6126, -0.2812)
H (-4.9448, -3.1531, -2.4866)
H (-3.6073, -2.5763, -3.4987)
H (-4.8609, -1.4406, -2.9236)
H (-2.7684, -2.7923, 0.3494)
H (-4.3562, -3.4260, -0.1429)
H (-2.8770, -4.0059, -0.9500)
H (-3.1544, -0.1414, -2.0205)
C (-6.0862, 1.8359, -2.6954)
Sb (-4.7342, 2.1196, -1.0533)
C (-5.8170, 3.7118, -0.1428)
C (-5.5813, 0.5406, 0.1517)
H (-7.1106, 1.9434, -2.3417)
H (-5.9670, 0.8361, -3.1153)
H (-5.9047, 2.5617, -3.4855)
H (-6.8604, 3.4158, -0.0482)
H (-5.7521, 4.6114, -0.7512)
H (-5.4031, 3.9221, 0.8417)
H (-6.2831, -0.0336, -0.4538)
H (-6.1295, 0.9818, 0.9834)
H (-4.8274, -0.1289, 0.5669)
Cl (-2.1096, 3.1637, 1.4668)
C (-1.8471, 1.4187, 1.8898)
H (-2.8343, 0.9922, 2.0468)
H (-1.3207, 1.4624, 2.8380)
C (-2.3510, -2.2084, 5.4444)
Si (-2.3778, -0.7681, 4.2330)
C (-2.0666, 0.8432, 5.1747)
C (-4.1458, -0.7129, 3.5628)
Ge (-0.6545, -1.2201, 2.5530)
Si (-0.8445, -3.6285, 2.3274)
C (-0.1307, -4.2796, 0.7051)
C (0.1147, -4.4315, 3.7270)
C (-2.6403, -4.2183, 2.4959)
Si (1.3539, -0.8814, 3.8946)
C (2.8138, -1.9936, 3.4335)
C (1.9637, 0.8918, 3.6796)
C (1.0245, -1.1622, 5.7209)
H (-2.8724, -1.8779, 6.3471)
H (-1.3611, -2.5397, 5.7470)
H (-2.8947, -3.0674, 5.0512)
H (-2.3187, 0.7002, 6.2280)
H (-2.7003, 1.6461, 4.7948)
H (-1.0331, 1.1923, 5.1381)
H (-4.8181, -0.9809, 4.3823)
H (-4.3315, -1.4210, 2.7534)
H (-4.4475, 0.2767, 3.2182)
H (0.9427, -4.4453, 0.8086)
H (-0.2744, -3.6058, -0.1391)
H (-0.5884, -5.2409, 0.4584)
H (1.1790, -4.2073, 3.7028)
H (0.0006, -5.5146, 3.6212)
H (-0.2696, -4.1628, 4.7098)
H (-2.8848, -4.9139, 1.6899)
H (-3.3891, -3.4281, 2.5004)
H (-2.7524, -4.7681, 3.4316)
H (3.6021, -1.4073, 2.9566)
H (2.5801, -2.8316, 2.7809)
H (3.2310, -2.4027, 4.3567)
H (1.8304, 1.2571, 2.6587)
H (3.0302, 0.9526, 3.9097)
H (1.4450, 1.5831, 4.3475)
H (0.9692, -2.2254, 5.9587)
H (0.1355, -0.6751, 6.1156)
H (1.8897, -0.7560, 6.2536)

Properties
Total charge: +2
HOMO level: -12.5 eV
Strongest force on any atom: 0.54 eV/A
HOMO-LUMO gap: 7.45 eV
E: -202259.6636 eV
Relative energy (zero: lowest compared OMol25 entry of this formula, charge and spin): 29.4 kcal per mole

Atom charges from the Mulliken analysis, given in e for atoms 1 to 99: -0.598, -0.505, -0.677, -0.230, -1.825, -0.455, 0.889, -0.300, -0.629, 0.432, -1.230, 0.151, -0.930, -0.479, -1.727, -1.303, 1.723, 0.329, 0.370, 0.328, 0.543, 0.664, 0.684, 0.749, 0.411, 0.306, 0.335, 1.014, 0.222, -0.693, 1.132, -1.164, -1.628, 0.666, 0.164, 0.284, -0.830, 0.508, -0.885, -1.070, 0.809, -0.882, -1.450, 0.599, -0.470, -1.048, 0.480, 0.010, 0.060, 0.392, 0.333, 0.338, 0.201, 0.302, 0.313, 0.272, 0.375, 0.289, 0.194, 0.260, 0.297, 0.288, 0.476, 0.338, -0.361, 0.424, 0.288, 0.308, 0.296, 0.380, -0.796, 0.374, -0.611, -0.249, -0.370, 0.381, 0.293, 0.181, -0.489, 0.508, 0.439, 0.298, -1.281, 0.601, -1.338, -0.948, 0.391, 0.294, 0.395, 0.403, 0.403, 0.359, 0.505, 0.541, -0.239, -0.225, 0.318, 0.067, -0.165